20
Properties=species:S:1:pos:R:3:mulliken_charge:R:1 method="wB97M-V/def2-TZVPD" homo_lumo_gap_ev=9.88 de_lowest_kcal_mol=2.60
N 1.10 -1.99 -0.33 -0.741
H 0.25 -2.52 -0.38 0.203
H 1.47 -1.59 -1.18 0.241
H 0.97 -1.33 0.43 0.320
N -1.34 -1.82 -2.93 -0.651
H -0.99 -1.85 -1.98 0.201
H -2.31 -2.12 -2.92 0.230
H -1.31 -0.85 -3.24 0.224
N 1.64 0.70 4.10 -0.665
H 2.41 0.16 3.72 0.236
H 1.49 0.33 5.03 0.225
H 1.89 1.67 4.21 0.214
N -1.18 2.12 -2.66 -0.656
H -0.88 1.17 -2.49 0.201
H -2.14 2.12 -2.98 0.225
H -1.07 2.67 -1.82 0.223
N -0.06 0.58 1.25 -0.675
H 0.91 0.69 1.49 0.245
H -0.58 0.59 2.11 0.215
H -0.26 1.27 0.55 0.187


22
Properties=species:S:1:pos:R:3:mulliken_charge:R:1 method="wB97M-V/def2-TZVPD" homo_lumo_gap_ev="2.58 / 10.38" charge=-1 de_lowest_kcal_mol=28.29 multiplicity=2
N 3.56 -1.86 -0.36 -1.282
H 4.27 -2.48 -0.68 0.359
H 3.20 -2.08 0.50 0.343
H 2.83 -2.06 -1.08 0.311
H -1.08 -4.04 0.16 0.771
H -0.55 -2.94 -0.42 0.334
O -0.48 -3.31 0.40 -1.622
H 0.02 0.83 1.77 0.539
H -0.31 1.52 3.22 0.322
O -0.60 1.42 2.28 -0.632
H -2.20 2.52 -1.18 0.297
H -0.73 2.75 -0.68 0.323
O -1.28 2.30 -1.36 -0.666
H -1.10 -0.08 -2.99 0.333
H 0.26 0.78 -2.92 0.300
O -0.19 0.07 -3.33 -0.723
H -2.41 2.11 1.72 0.391
H -3.53 2.95 2.27 0.273
O -3.03 2.87 1.53 -0.672
H 1.84 -0.20 0.16 0.497
H 0.55 -0.99 0.39 0.281
O 0.96 -0.11 0.59 -1.079


22
Properties=species:S:1:pos:R:3:mulliken_charge:R:1 method="wB97M-V/def2-TZVPD" homo_lumo_gap_ev=3.53 de_lowest_kcal_mol=243.83
N -1.66 -0.65 1.53 -0.593
H -2.30 -0.99 2.22 0.266
H 0.37 2.21 1.94 0.083
H -1.89 0.32 1.29 0.325
H 0.69 -1.12 1.51 0.350
H 1.03 -1.48 -0.99 0.388
O 1.52 -1.40 1.02 -0.671
H 1.64 1.19 -0.75 0.452
H 1.05 0.52 -2.08 0.434
O 1.06 1.40 -1.59 -0.675
H -1.58 0.34 -0.92 0.476
H -2.50 -1.80 -1.53 0.192
O -1.80 -1.30 -1.13 -0.816
H -0.35 -1.27 -1.56 0.441
H -1.77 -1.12 0.57 0.383
O 0.64 -1.25 -1.84 -0.749
H -0.02 1.66 2.32 -0.095
H -0.49 1.57 -1.04 0.429
O -1.42 1.31 -0.71 -0.631
H 3.37 1.38 0.47 0.251
H 1.91 -0.51 0.75 0.448
O 2.50 0.99 0.51 -0.688


22
Properties=species:S:1:pos:R:3:mulliken_charge:R:1 method="wB97M-V/def2-TZVPD" homo_lumo_gap_ev=12.92 charge=+1 de_lowest_kcal_mol=0.00
O 0.79 -0.12 -2.40 -0.656
H 1.46 -0.15 -3.09 0.362
H 0.98 -0.85 -1.78 0.392
O 0.75 -0.54 2.03 -0.736
H 0.97 -0.73 2.95 0.317
H -0.22 -0.68 2.02 0.365
O 0.88 -2.04 -0.34 -0.758
H 1.28 -2.92 -0.36 0.295
H 1.16 -1.54 0.45 0.405
O 1.38 1.91 0.88 -0.648
H 1.29 1.09 1.41 0.405
H 1.59 2.63 1.49 0.339
O -2.24 1.14 -0.30 -0.671
H -3.06 1.27 -0.79 0.353
H -2.28 0.22 0.04 0.385
O -1.56 -1.39 0.77 -0.730
H -2.28 -2.00 0.96 0.330
H -0.92 -1.90 0.25 0.378
O -0.01 1.95 -1.23 -0.509
H -0.91 1.59 -0.88 0.470
H 0.39 1.14 -1.74 0.489
H 0.54 1.91 -0.34 0.424


24
Properties=species:S:1:pos:R:3:mulliken_charge:R:1 method="wB97M-V/def2-TZVPD" homo_lumo_gap_ev=10.98 charge=+3
Zr -0.08 0.12 -0.09 2.088
O -1.90 -0.35 0.57 -0.669
H -2.51 -0.55 1.30 0.297
O 0.77 -1.64 0.89 -0.491
H 0.82 -2.58 0.59 0.342
H 1.07 -1.66 1.81 0.301
O -1.06 0.85 -1.91 -0.498
H -1.84 1.41 -1.97 0.317
H -0.79 0.47 -2.78 0.349
O -0.13 0.36 2.37 -0.406
H 0.08 1.06 2.98 0.287
H -0.49 -0.35 2.89 0.299
O -0.85 -1.87 -1.36 -0.482
H -1.62 -2.35 -1.02 0.325
H -0.21 -2.48 -1.75 0.338
O 1.41 -0.24 -1.64 -0.497
H 1.62 0.26 -2.44 0.349
H 1.53 -1.22 -1.80 0.355
O -0.60 2.20 0.41 -0.472
H -1.27 2.38 1.10 0.332
H -0.27 3.04 -0.06 0.338
O 1.70 1.07 0.58 -0.514
H 2.47 1.12 -0.07 0.353
H 2.15 0.95 1.43 0.360


25
Properties=species:S:1:pos:R:3:mulliken_charge:R:1 method="wB97M-V/def2-TZVPD" homo_lumo_gap_ev=11.34 charge=+2 de_lowest_kcal_mol=23.79
Hg 0.12 -0.15 0.06 1.638
O 0.84 -2.09 -1.28 -0.547
H 1.00 -1.74 -2.15 0.307
H 0.31 -2.87 -1.46 0.294
O 2.44 -0.40 0.55 -0.507
H 2.96 -0.45 1.35 0.279
H 3.07 -0.55 -0.15 0.258
O -1.56 -1.94 0.90 -0.547
H -2.28 -2.28 0.38 0.299
H -1.89 -1.72 1.82 0.279
O 1.10 1.10 -1.76 -0.449
H 0.90 1.95 -2.11 0.247
H 1.87 0.86 -2.16 0.239
O -2.06 0.90 0.66 -0.578
H -2.31 1.65 0.09 0.316
H -1.76 1.45 1.41 0.306
O 0.30 -0.33 2.48 -0.553
H 0.53 0.49 2.85 0.307
H -0.49 -0.64 3.01 0.294
O 0.59 2.09 0.84 -0.476
H 0.10 2.82 0.60 0.258
H 1.47 2.48 1.01 0.267
O -1.47 -0.35 -2.08 -0.468
H -1.38 0.02 -2.92 0.268
H -2.39 -0.33 -1.93 0.268


Table of max |F| (eV Å⁻¹), in record order: 1.157, 4.674, 2.208, 1.772, 6.347, 4.371